Record 1
{
  "formula": "C4H5NO",
  "method": "ωB97M-V with the def2-TZVPD basis set",
  "total_charge": 0,
  "e_above_lowest_kj_mol": 139.8,
  "smiles": "N#C/C=C/CO",
  "e_lumo_ev": 0.101,
  "multiplicity": 1,
  "e_homo_ev": -10.46,
  "symbols": ["N", "C", "C", "C", "C", "O", "H", "H", "H", "H", "H"],
  "xyz": [[-2.952775, -1.244334, 1.106539], [-1.827051, -1.102743, 0.871166], [-0.467925, -0.891849, 0.465724], [0.131361, 0.298876, 0.576341], [1.249404, 0.652373, -0.361967], [0.559102, 1.116970, -1.512755], [0.019315, -1.715963, -0.053227], [-0.361983, 1.124146, 1.085021], [1.882538, 1.472288, -0.012724], [1.890897, -0.210444, -0.595777], [-0.166743, 0.486449, -1.637402]],
  "forces_ev_per_a": [[1.1, 0.1, -0.1], [-1.0, -0.2, 0.4], [0.1, 0.1, 0.1], [-0.2, -0.1, -0.1], [0.2, -0.1, 0.3], [0.0, -0.1, -0.3], [-0.1, 0.1, 0.0], [0.0, -0.2, 0.0], [-0.1, -0.1, 0.0], [-0.2, 0.1, 0.1], [0.2, 0.3, -0.3]]
}


Record 2
{
  "formula": "C4H5NO",
  "method": "ωB97M-V with the def2-TZVPD basis set",
  "total_charge": 0,
  "e_above_lowest_kj_mol": 471.8,
  "e_lumo_ev": 0.248,
  "multiplicity": 1,
  "e_homo_ev": -8.75,
  "symbols": ["N", "C", "C", "C", "C", "O", "H", "H", "H", "H", "H"],
  "xyz": [[1.453939, -1.385327, 0.243971], [1.737684, -0.236640, 0.098958], [0.641804, 0.876325, 0.113367], [-0.448067, 0.320834, -0.828379], [-0.770915, -0.501808, 0.439360], [-0.182931, 0.525951, 1.203540], [1.002448, 1.908396, 0.119583], [-1.178341, 1.122213, -1.010056], [-0.171733, -0.172358, -1.758682], [-1.751864, -0.812058, 0.783710], [0.265582, -1.699910, 0.511417]],
  "forces_ev_per_a": [[1.6, 0.3, -0.2], [-0.1, -0.4, 0.0], [0.2, 0.0, 0.0], [0.0, -0.3, -0.1], [0.0, -0.6, 0.1], [0.1, -0.4, 0.2], [-0.1, -0.4, 0.0], [0.1, -0.4, 0.2], [0.0, 0.0, 0.1], [0.0, 0.0, -0.1], [-1.8, 2.1, -0.2]]
}


Record 3
{
  "formula": "C4H5NO",
  "method": "ωB97M-V with the def2-TZVPD basis set",
  "total_charge": 0,
  "e_above_lowest_kj_mol": 296.2,
  "e_lumo_ev": -0.678,
  "multiplicity": 1,
  "e_homo_ev": -10.40,
  "symbols": ["C", "C", "C", "C", "O", "N", "H", "H", "H", "H", "H"],
  "xyz": [[0.933101, 1.388050, 0.414047], [0.001756, 0.221159, 0.624827], [-0.444129, -0.238577, 1.761830], [-0.601451, -0.410571, -0.620654], [-0.839687, 0.257485, -1.604424], [-0.837965, -1.744005, -0.525051], [1.830756, 1.056019, -0.116506], [1.227775, 1.845670, 1.360454], [0.421296, 2.127437, -0.207805], [-1.214821, -2.218544, -1.331879], [-0.476632, -2.284123, 0.245161]],
  "forces_ev_per_a": [[0.1, 0.1, 0.0], [-0.2, -0.1, 0.5], [0.3, 0.3, -0.6], [-0.1, 0.0, -0.3], [0.1, -0.2, 0.4], [0.0, 0.0, -0.1], [-0.1, 0.0, 0.1], [-0.1, -0.1, -0.1], [0.1, -0.1, 0.1], [0.0, 0.1, 0.1], [0.0, 0.1, -0.1]]
}


Record 4
{
  "formula": "C4H5NO",
  "method": "ωB97M-V with the def2-TZVPD basis set",
  "total_charge": 0,
  "e_above_lowest_kj_mol": 146.1,
  "smiles": "C[C@H](C#N)C=O",
  "e_lumo_ev": 0.441,
  "multiplicity": 1,
  "e_homo_ev": -10.59,
  "symbols": ["C", "C", "C", "N", "C", "O", "H", "H", "H", "H", "H"],
  "xyz": [[-1.006997, -0.724133, 0.575586], [0.213900, 0.208616, 0.341365], [-0.232650, 1.359721, -0.430309], [-0.724121, 2.281747, -0.915816], [1.431031, -0.262510, -0.639305], [1.489815, 0.354300, -1.669597], [-1.832827, -0.189403, 1.073434], [-1.406940, -1.111228, -0.364299], [-0.725131, -1.552010, 1.225325], [0.516336, 0.613285, 1.323452], [2.277580, -0.978388, -0.519832]],
  "forces_ev_per_a": [[0.2, -0.2, 0.0], [0.5, -0.3, -0.6], [-1.3, 1.4, 0.1], [0.3, -0.5, 0.2], [-0.2, 0.7, 0.0], [0.2, -0.4, -0.2], [0.5, 0.0, -0.2], [0.2, 0.0, 0.1], [0.0, -0.1, -0.1], [0.5, -0.5, -0.4], [-0.9, -0.2, 1.1]]
}


Record 5
{
  "formula": "C4H5NO",
  "method": "ωB97M-V with the def2-TZVPD basis set",
  "total_charge": 0,
  "e_above_lowest_kj_mol": 527.6,
  "smiles": "O=C1C#CCN1.[H][H]",
  "e_lumo_ev": -0.040,
  "multiplicity": 1,
  "e_homo_ev": -9.58,
  "symbols": ["O", "C", "C", "C", "C", "N", "H", "H", "H", "H", "H"],
  "xyz": [[-1.010036, -0.507251, -2.011588], [-0.489535, -0.161119, -0.976169], [0.019776, -0.911551, 0.191927], [0.549080, -0.470745, 1.262103], [0.456230, 1.005227, 0.840663], [-0.176307, 1.080557, -0.498232], [-0.137770, 1.555772, 1.576799], [1.463220, 1.433481, 0.812256], [-0.379453, 1.926847, -1.009479], [-0.592542, -2.509957, 0.008056], [0.117602, -2.522028, -0.290004]],
  "forces_ev_per_a": [[0.2, 0.1, 0.4], [-0.1, 0.1, -0.1], [0.1, -0.2, 0.2], [-0.2, -0.1, -0.4], [0.1, 0.3, 0.1], [-0.1, 0.0, -0.2], [0.1, -0.1, -0.1], [-0.1, -0.1, 0.0], [0.0, -0.1, 0.1], [-0.1, 0.1, 0.1], [0.2, 0.0, 0.0]]
}


Record 6
{
  "formula": "C4H5NO",
  "method": "ωB97M-V with the def2-TZVPD basis set",
  "total_charge": 0,
  "e_above_lowest_kj_mol": 50.8,
  "smiles": "Cc1ncco1",
  "e_lumo_ev": 1.040,
  "multiplicity": 1,
  "e_homo_ev": -9.19,
  "symbols": ["C", "C", "N", "C", "C", "O", "H", "H", "H", "H", "H"],
  "xyz": [[-1.126035, -1.393474, 0.563239], [-0.271035, -0.255806, 0.064782], [0.957188, -0.176279, 0.460448], [1.460563, 0.938307, -0.167879], [0.515599, 1.515495, -0.927080], [-0.639916, 0.738849, -0.789750], [-2.144262, -1.478300, 0.184532], [-1.165966, -1.333050, 1.657443], [-0.592975, -2.325360, 0.343744], [2.476130, 1.262324, -0.016668], [0.530709, 2.507295, -1.372810]],
  "forces_ev_per_a": [[-0.1, 0.0, -0.1], [0.3, -0.3, 0.2], [-0.1, -0.1, -0.2], [0.2, 0.2, 0.0], [-0.2, -0.1, 0.6], [0.3, 0.1, 0.2], [0.2, 0.3, -0.2], [-0.1, 0.1, -0.2], [-0.1, 0.2, -0.1], [0.0, 0.0, 0.0], [-0.6, -0.6, -0.3]]
}


Record 7
{
  "formula": "C4H5NO",
  "method": "ωB97M-V with the def2-TZVPD basis set",
  "total_charge": 0,
  "e_above_lowest_kj_mol": 222.2,
  "smiles": "N#CC1COC1",
  "e_lumo_ev": 0.710,
  "multiplicity": 1,
  "e_homo_ev": -10.43,
  "symbols": ["N", "C", "C", "C", "O", "C", "H", "H", "H", "H", "H"],
  "xyz": [[2.741876, -1.016371, 0.711133], [1.692918, -0.655245, 0.372215], [0.385967, -0.295583, -0.166115], [-0.950983, -0.519482, 0.584307], [-1.371846, 0.814331, 0.249103], [-0.191601, 1.097616, -0.495881], [0.299018, -0.548932, -1.213174], [-0.969662, -0.675261, 1.673788], [-1.577650, -1.297436, 0.129890], [0.333506, 2.017197, -0.256520], [-0.391548, 1.079163, -1.588742]],
  "forces_ev_per_a": [[-1.3, 0.5, -0.3], [0.8, -0.1, 0.1], [-0.1, 0.1, -0.5], [0.0, -0.1, 0.0], [-0.3, 0.2, 0.1], [0.1, 0.5, -0.3], [0.6, -2.1, 0.2], [0.5, 0.1, -0.4], [0.0, 0.2, 0.0], [-0.1, 0.1, 0.5], [-0.1, 0.6, 0.6]]
}


Record 8
{
  "formula": "C4H5NO",
  "method": "ωB97M-V with the def2-TZVPD basis set",
  "total_charge": 0,
  "e_above_lowest_kj_mol": 379.1,
  "e_lumo_ev": -0.248,
  "multiplicity": 1,
  "e_homo_ev": -9.62,
  "symbols": ["C", "C", "N", "C", "C", "O", "H", "H", "H", "H", "H"],
  "xyz": [[1.998063, 0.135806, 0.323690], [0.560952, -0.270374, 0.141610], [-0.297768, 0.830156, -0.117912], [-1.479862, 0.392172, -0.306723], [-2.390577, -0.520440, -0.594551], [0.169167, -1.420036, 0.200234], [2.608358, -0.733119, 0.572724], [2.070318, 0.891088, 1.111997], [2.363057, 0.598774, -0.598912], [-2.385634, 1.073177, -0.624238], [-3.186075, -0.802215, 0.094280]],
  "forces_ev_per_a": [[0.1, -0.1, 0.0], [0.1, -0.3, 0.0], [-0.3, -0.1, 0.0], [0.1, -0.4, 0.0], [0.2, 0.4, 0.1], [0.1, 0.4, 0.0], [-0.1, 0.1, 0.0], [0.0, -0.1, -0.1], [-0.1, -0.1, 0.1], [-0.2, 0.0, 0.0], [0.1, 0.1, -0.1]]
}


- What is the multiplicity in the second record?
  1


- Which value of multiplicity does entry 2 give?
  1